[1]
19
Properties=species:S:1:pos:R:3:forces:R:3 method="wB97M-V/def2-TZVPD" relative_energy_kj_mol=821.8 homo_lumo_gap_ev=9.1 fmax_ha_per_bohr=0.107
C -1.086227 2.061680 0.277899 1.3 -0.3 2.6
C -0.616530 1.312675 -0.916126 5.5 -0.5 0.2
C 0.364050 -1.834609 0.745201 -1.3 2.9 0.6
C 1.765680 -2.015831 0.387952 4.6 -1.4 2.1
H -2.211715 0.244576 0.809327 -0.6 5.1 1.1
H -3.481415 2.258067 0.512724 3.9 -2.9 1.7
H -1.213879 3.126610 -0.035219 -0.1 -0.8 0.8
H 0.001558 1.907411 0.936688 -3.3 1.1 -1.2
H -1.292690 0.928598 -1.687180 0.1 0.4 0.1
H 0.317077 2.018695 -1.200504 -2.6 -1.1 -0.8
H 1.213730 -0.110321 -1.065787 -2.1 0.4 1.5
H -0.283016 -2.415337 1.397624 0.7 -0.5 0.1
H 2.422586 -2.784037 0.941346 -2.1 -0.3 -0.5
H 2.428430 -1.285412 1.055618 -1.5 0.3 -2.5
H 1.330165 -1.959193 -2.113005 1.5 -0.7 1.1
N -2.249542 1.538888 1.141258 -1.8 -1.6 -4.0
N 0.395105 0.191247 -0.426453 -1.0 -0.1 0.4
N -0.179279 -0.649995 0.549722 0.9 -1.4 -3.0
S 2.375912 -2.533714 -1.311088 -2.1 1.6 -0.4

=====

[2]
11
Properties=species:S:1:pos:R:3:forces:R:3 method="wB97M-V/def2-TZVPD" relative_energy_kj_mol=372.8 homo_lumo_gap_ev=10.2 fmax_ha_per_bohr=0.050
O 1.606196 0.522849 0.069456 0.5 0.2 -1.1
C 0.679437 -0.411322 -0.423390 0.1 0.2 -0.1
C -0.660605 0.279649 -0.214511 0.1 0.6 -1.3
O -0.667574 1.493564 -0.163437 -0.5 -0.5 0.2
C -1.877353 -0.471608 -0.491456 -0.9 -0.6 -0.6
N -2.745062 -1.052739 -0.986878 0.7 0.4 0.7
H 0.864480 0.241718 1.458611 -1.8 -0.6 1.7
H 0.828111 -0.511456 -1.501565 -0.2 -0.2 -0.1
H 0.750782 -1.391180 0.068903 0.0 0.4 -0.1
H 0.116588 -0.003643 1.685569 1.2 0.3 0.7
H 1.056649 1.350087 0.013147 0.9 -0.1 0.0